Entry 1:
The following is a DFT calculation (ωB97M-V with the def2-TZVPD basis set) of C11H15N in the gas phase.

**LUMO energy**: 0.0354 hartree
**SMILES**: CN(C)C1Cc2ccccc2C1
**Molecular weight**: 161.2 u

Last column: Löwdin charge in e.
CARTESIAN COORDINATES (ANGSTROEM)
C: -3.184 0.339 0.279  -0.145
C: -1.297 -0.238 1.509  -0.093
C: -1.185 -0.204 -0.939  -0.261
C: -0.154 -1.410 -0.976  -0.081
C: 1.056 -0.742 -0.457  -0.215
C: 2.249 -1.384 -0.009  -0.025
C: 3.392 -0.638 0.411  -0.084
C: 3.256 0.791 0.390  -0.092
C: 2.096 1.410 -0.160  -0.049
C: 0.996 0.651 -0.471  -0.251
C: -0.323 1.091 -0.950  -0.109
H: -3.054 1.409 0.473  0.078
H: -3.910 -0.029 1.030  0.090
H: -3.669 0.284 -0.729  0.091
H: -0.569 -1.005 1.646  0.073
H: -0.760 0.757 1.399  0.101
H: -1.956 -0.253 2.390  0.095
H: -1.974 -0.202 -1.777  0.152
H: -0.113 -1.744 -2.019  0.120
H: -0.411 -2.323 -0.458  0.115
H: 2.217 -2.511 -0.055  0.120
H: 4.308 -1.077 0.853  0.099
H: 4.052 1.462 0.929  0.126
H: 2.056 2.531 -0.289  0.127
H: -0.737 1.976 -0.312  0.143
H: -0.377 1.519 -1.988  0.131
N: -2.005 -0.460 0.280  -0.255

***

Entry 2:
The following is a DFT calculation (ωB97M-V with the def2-TZVPD basis set) of a gas-phase ion, C20H36N3O5 (charge +1).

**LUMO energy**: -0.0818 hartree
**SMILES**: CCOCCOCc1cn(CCN)c(C[C@@H]2CO2)[n+]1CCCCCOC(C)=O
**Net charge**: +1
**Molecular weight**: 398.5 u

Last column: Löwdin charge in e.
CARTESIAN COORDINATES (ANGSTROEM)
C: 3.222 -4.043 1.688  -0.059
C: 3.344 -3.438 3.104  -0.253
O: 3.972 -2.170 2.981  -0.152
C: 3.528 -1.255 3.953  -0.180
C: 2.129 -0.686 3.594  -0.178
O: 1.988 -0.750 2.179  -0.123
C: 0.835 -0.047 1.750  -0.131
C: 1.158 0.535 0.395  -0.132
C: 2.158 1.383 0.222  0.064
N: 2.180 1.683 -1.142  0.009
C: 3.143 2.601 -1.748  -0.088
C: 2.786 4.060 -1.365  -0.232
N: 3.609 4.535 -0.239  0.004
C: 1.222 1.013 -1.728  -0.217
C: 0.878 0.971 -3.179  0.012
C: 1.367 -0.437 -3.674  -0.293
C: 2.704 -0.873 -3.145  -0.019
O: 2.447 -0.439 -4.524  -0.027
N: 0.546 0.296 -0.823  0.081
C: -0.601 -0.593 -1.035  -0.076
C: -1.815 -0.184 -0.174  -0.151
C: -2.921 0.569 -0.963  -0.177
C: -4.301 -0.124 -0.883  -0.165
C: -5.087 0.332 0.336  -0.173
O: -6.203 -0.552 0.556  0.000
C: -7.295 -0.233 -0.170  -0.515
C: -8.573 -0.922 0.247  0.023
O: -7.290 0.525 -1.123  0.091
H: 3.675 -5.030 1.626  0.070
H: 3.792 -3.404 1.011  0.074
H: 2.187 -4.044 1.350  0.063
H: 2.343 -3.375 3.538  0.113
H: 3.964 -4.118 3.694  0.120
H: 4.228 -0.422 3.921  0.125
H: 3.476 -1.698 4.952  0.130
H: 2.054 0.345 3.963  0.123
H: 1.316 -1.240 4.081  0.125
H: 0.026 -0.780 1.656  0.125
H: 0.532 0.736 2.448  0.138
H: 2.871 1.780 0.919  0.153
H: 4.140 2.346 -1.394  0.138
H: 3.139 2.543 -2.833  0.120
H: 2.843 4.736 -2.213  0.117
H: 1.738 4.033 -1.034  0.114
H: 3.449 5.532 -0.126  0.077
H: 3.218 4.132 0.607  0.055
H: -0.195 0.996 -3.346  0.121
H: 1.444 1.685 -3.767  0.128
H: 0.619 -1.204 -3.798  0.141
H: 3.393 -0.087 -2.872  0.113
H: 2.886 -1.932 -3.049  0.120
H: -0.277 -1.572 -0.680  0.139
H: -0.864 -0.672 -2.082  0.116
H: -2.259 -1.118 0.177  0.117
H: -1.534 0.388 0.705  0.103
H: -3.048 1.539 -0.469  0.112
H: -2.639 0.796 -1.992  0.104
H: -4.149 -1.203 -0.836  0.121
H: -4.854 0.188 -1.766  0.114
H: -5.424 1.365 0.254  0.133
H: -4.499 0.268 1.255  0.130
H: -9.376 -0.531 -0.369  0.087
H: -8.818 -0.738 1.293  0.089
H: -8.527 -2.000 0.087  0.091

***

Entry 3:
The following is a DFT calculation (ωB97M-V with the def2-TZVPD basis set) of a gas-phase ion, C3H9N4 (charge +1).

**LUMO energy**: -0.1280 hartree
**SMILES**: N/C=C\N(N)C=[NH2+]
**Net charge**: +1
**Molecular weight**: 101.1 u

Last column: Löwdin charge in e.
CARTESIAN COORDINATES (ANGSTROEM)
C: 0.881 1.130 0.331  -0.075
C: 1.949 0.318 0.172  -0.144
C: -0.720 -0.646 0.227  -0.115
N: -0.445 0.659 0.140  -0.110
N: -1.805 -1.410 0.090  0.183
N: -1.440 1.616 -0.296  0.122
N: 1.914 -1.005 -0.211  0.062
H: 1.017 2.116 0.684  0.107
H: 2.923 0.681 0.643  0.158
H: 0.097 -1.292 0.674  0.167
H: -1.576 -2.310 0.464  0.119
H: -2.747 -1.224 -0.255  0.141
H: -2.387 1.187 -0.172  0.107
H: -1.559 2.444 0.283  0.108
H: 1.383 -1.328 -0.921  0.061
H: 2.816 -1.404 -0.044  0.110

***

Entry 4:
The following is a DFT calculation (ωB97M-V with the def2-TZVPD basis set) of CH3NS2 in the gas phase.

**LUMO energy**: -0.0018 hartree
**SMILES**: NSC=S
**Molecular weight**: 93.2 u

Last column: Löwdin charge in e.
CARTESIAN COORDINATES (ANGSTROEM)
C: 0.043 0.315 -1.188  -1.108
N: 0.019 -0.345 1.184  -0.416
S: 0.070 0.985 -2.652  0.587
S: 0.437 0.989 0.313  0.824
H: -0.507 -0.553 -0.958  -0.017
H: 0.788 -0.991 1.649  0.113
H: -0.851 -0.401 1.652  0.017

***

The calculation returns the following gap between HOMO and LUMO values, one per record and in order: 9.29 9.76 8.89 8.56 eV.
The calculation returns the following ΔE to the lowest compared entry with this formula, charge and spin values, one per record and in order: 1.555 0.688 2.911 1.252 eV.